# C41H52N10O3SY

A molecular structure, C41H52N10O3SY (ωB97M-V/def2-TZVPD, OMol25).

Element x y z (Å)
Y: -0.4737 -0.2191 -0.1475
S: 1.6917 0.4448 1.4951
O: -1.7099 -0.8882 1.8963
O: 1.3100 -0.0216 -1.4601
O: -1.2257 1.2875 -1.5349
N: -4.5382 -0.5196 -0.0330
N: -4.7931 -2.5861 -0.8442
N: 0.9464 -3.9481 1.2399
N: -1.1687 2.8311 0.9606
N: 0.5656 -4.9585 -0.6881
N: -1.1503 1.5892 1.2119
N: -2.6284 -1.4839 -0.9914
N: -0.0440 -2.6273 -0.4202
N: 4.3126 0.1565 1.3469
N: 3.4008 0.5652 -0.6799
C: -0.7714 7.5814 -0.5608
C: 6.1292 1.6099 0.4240
C: -1.0391 1.8502 4.9366
C: -3.8904 -1.5221 -0.6803
C: 4.3816 2.0110 -4.4746
C: 2.8031 1.0212 -2.9502
C: 2.4566 0.4921 -1.5975
C: -0.0759 -5.4138 -1.9074
C: 4.3152 0.0218 2.8077
C: 5.6250 0.1995 0.6813
C: 1.1682 -5.9833 0.1560
C: 1.6670 -5.1980 1.3600
C: -4.8958 -3.3506 -2.0908
C: -0.9829 2.2299 3.6052
C: -1.2467 1.2997 2.6110
C: -1.0717 3.3281 -0.3022
C: 4.3278 1.3501 3.5460
C: -0.5820 -2.5012 -1.7701
C: -1.5918 -0.4080 4.2919
C: -2.2631 -2.1803 2.1736
C: -1.5449 -0.0172 2.9648
C: 1.8235 1.0717 -3.9381
C: -2.0946 -2.6136 -1.7471
C: 4.0837 1.4928 -3.2249
C: 0.4467 -3.7663 -0.0218
C: -0.8265 6.8172 -1.6963
C: 1.2430 -2.9017 2.1789
C: 2.1234 1.5910 -5.1866
C: -6.1189 -2.1262 -0.4092
C: -1.1296 2.5741 -1.5041
C: -0.9832 4.7784 -0.3589
C: -4.0030 0.7764 0.2940
C: -1.3453 0.5418 5.2767
C: -1.1143 3.2750 -2.7537
C: -5.8093 -0.9568 0.5008
C: -0.9259 5.5845 0.7937
C: 3.4019 2.0601 -5.4561
C: -1.0063 4.6217 -2.7963
C: -0.8253 6.9501 0.6897
C: -0.9348 5.4159 -1.6122
C: 3.1900 0.3403 0.6316
H: -1.8268 -1.4264 4.5630
H: 0.4665 -5.1173 -2.8055
H: -5.7227 -1.2550 1.5527
H: 0.4235 -6.7365 0.4312
H: -1.3835 0.2475 6.3169
H: 6.3137 -0.3453 1.3268
H: 3.6349 2.4646 -6.4328
H: -5.8110 -3.9361 -2.0301
H: -3.2208 1.0345 -0.4149
H: -0.7889 7.2781 -2.6760
H: 5.2298 1.9191 3.3245
H: 4.8359 1.4459 -2.4511
H: 0.5480 -2.0792 2.0667
H: -0.8314 2.5767 5.7102
H: -1.1099 -5.0812 -1.9813
H: -0.7271 3.2390 3.3195
H: 2.7500 -5.0341 1.3194
H: -1.5934 -2.7547 2.8142
H: 1.4355 -5.6873 2.3065
H: 3.4610 1.9497 3.2721
H: -1.1746 2.6722 -3.6496
H: 1.1492 -3.2999 3.1910
H: 7.0822 1.5681 -0.1057
H: -0.1292 -3.1764 -2.4925
H: -4.0791 -4.0484 -2.2286
H: -0.6878 8.6579 -0.6225
H: 2.2502 -2.4985 2.0423
H: -0.3027 -1.5283 -2.2116
H: -0.9639 5.1257 1.7695
H: -0.7851 7.5465 1.5924
H: 4.2980 1.1826 4.6237
H: -6.6597 -2.9324 0.0829
H: -0.9757 5.1311 -3.7529
H: -2.3642 -2.6736 1.2136
H: -3.6129 0.8228 1.3121
H: -3.2332 -2.0642 2.6587
H: 5.5470 -0.3491 -0.2541
H: -2.3492 -3.5679 -1.2703
H: -6.6997 -1.7896 -1.2760
H: -4.9723 -2.6948 -2.9643
H: 6.2901 2.1622 1.3486
H: 5.3779 2.3784 -4.6833
H: 1.3582 1.6310 -5.9512
H: -2.4730 -2.6390 -2.7733
H: 3.4432 -0.5636 3.0932
H: 0.8254 0.7186 -3.7112
H: 5.1963 -0.5677 3.0630
H: -4.8035 1.5119 0.1991
H: -0.0892 -6.5022 -1.8810
H: 5.4185 2.1622 -0.1890
H: -6.5517 -0.1621 0.4330
H: 1.9788 -6.4843 -0.3737

Results
E_HOMO, eV: -9.566
Net charge: +1
E, hartree: -2803.37176
Kohn-Sham gap, eV: 6.9
Energy relative to the best compared isomer or geometry (same formula, charge and spin), kcal/mol: 0.0

# C41H53CrN3OP2Si2

A molecular structure, C41H53CrN3OP2Si2 (ωB97M-V/def2-TZVPD, OMol25).

Element x y z (Å)
Cr: 1.0386 -0.3877 -0.7677
P: -0.8067 1.4507 -0.3945
P: 0.4560 0.2483 1.9881
Si: -1.9534 -0.0616 -2.7473
Si: -0.5736 -2.4309 3.0205
O: 0.0196 -2.1324 -1.1064
N: 2.4639 -0.2321 -1.6271
N: -0.2369 -1.1746 1.9463
N: -1.3374 0.1497 -1.1634
C: -2.2417 1.8942 4.5975
C: 2.1429 0.0731 2.6693
C: -0.2221 3.1768 4.7896
C: 3.3695 -1.2036 -3.6304
C: 3.2672 0.2852 1.8889
C: 5.3258 -0.2255 -4.6587
C: 4.3274 -1.1884 -4.6311
C: 0.5914 1.1191 0.5235
C: 0.3816 2.3656 3.8430
C: 4.4205 0.7612 -2.6398
C: 2.3041 -0.3696 3.9804
C: -2.0823 2.3258 0.5661
C: -0.7628 0.4870 -4.0991
C: -0.3140 1.3051 3.2729
C: -4.3744 2.5803 1.2605
C: 4.4869 1.8256 -1.5870
C: 1.1512 3.6944 -3.2086
C: -1.0670 4.5909 -3.0420
C: 0.1873 4.5999 -3.6328
C: -2.1711 -3.2724 2.4682
C: -4.0402 3.7390 1.9396
C: -0.4028 2.7528 -1.6223
C: -1.3564 3.6752 -2.0411
C: 0.4236 -3.3946 -0.5661
C: 0.7897 -3.7586 3.0538
C: -1.5357 2.9390 5.1729
C: -0.4419 -4.5141 -1.1041
C: 0.8578 2.7811 -2.2090
C: -1.7508 3.4873 1.2595
C: 3.5663 -0.6008 4.4986
C: -3.3949 1.8783 0.5689
C: 3.4084 -0.2220 -2.6101
C: -0.8224 -1.9738 4.8482
C: 4.5359 0.0461 2.3999
C: -2.3123 -1.8989 -3.0009
C: -2.7247 4.1915 1.9394
C: 4.6887 -0.3962 3.7050
C: -3.5919 0.8402 -3.0297
C: 5.3589 0.7378 -3.6606
C: 2.2999 -2.2513 -3.6143
C: -1.6309 1.0838 3.6528
H: 1.3016 -1.8084 -3.6356
H: -2.7274 -2.3440 -2.0968
H: -3.4673 1.9206 -3.0344
H: -4.8011 4.2892 2.4788
H: 2.4040 -2.9272 -4.4642
H: -0.7225 3.8258 1.2610
H: -1.5518 -2.6691 5.2711
H: -4.0050 0.5501 -3.9975
H: 4.3658 1.4070 -0.5874
H: -2.0087 3.5731 5.9126
H: 1.7505 -3.3227 2.7782
H: 0.2779 0.3512 -3.7906
H: 3.1331 0.6247 0.8665
H: 3.6917 2.5684 -1.7024
H: -2.3373 3.6871 -1.5804
H: 0.8902 -4.1815 4.0531
H: -4.3278 0.5895 -2.2673
H: -3.2725 1.7141 4.8755
H: 5.6769 -0.5820 4.1046
H: 0.4153 5.3122 -4.4156
H: -3.0346 -2.6483 2.6997
H: -2.4595 5.0886 2.4839
H: 1.4344 -0.5288 4.6060
H: 2.1355 3.6902 -3.6586
H: -2.3140 -4.2369 2.9564
H: -1.1884 -0.9630 5.0259
H: -3.6366 0.9675 0.0346
H: 0.1038 -2.0983 5.4095
H: -5.3969 2.2221 1.2634
H: -0.1263 -5.4618 -0.6673
H: -0.8907 1.5407 -4.3465
H: 1.4651 -3.5162 -0.8642
H: -1.4066 -2.4469 -3.2594
H: 1.4058 2.5555 3.5427
H: 0.5913 -4.5872 2.3735
H: 6.1337 1.4968 -3.6672
H: 3.6764 -0.9406 5.5198
H: -0.8266 -1.8143 -0.7218
H: -0.3594 -4.5867 -2.1886
H: -1.8235 5.2996 -3.3570
H: 2.3559 -2.8355 -2.6928
H: 1.6069 2.0652 -1.8828
H: -3.0319 -2.0444 -3.8046
H: 0.3921 -3.3289 0.5217
H: -1.4900 -4.3604 -0.8517
H: -2.1701 -3.4337 1.3918
H: 6.0670 -0.2257 -5.4466
H: 0.3333 3.9951 5.2302
H: 5.4424 2.3485 -1.6324
H: -0.9224 -0.0974 -5.0071
H: -2.1815 0.2715 3.1956
H: 5.4031 0.2058 1.7718
H: 4.2839 -1.9483 -5.4037

Results
E_HOMO (alpha / beta), eV: -3.999 / -4.065
<S²>: 1.109
Net charge: -1
E, hartree: -4139.95335
Kohn-Sham gap (alpha / beta), eV: 6.7 / 6.7
Energy relative to the best compared isomer or geometry (same formula, charge and spin), kcal/mol: 9.0
Multiplicity: 2